14
Properties=species:S:1:pos:R:3:forces:R:3:mulliken_charge:R:1 method="wB97M-V/def2-TZVPD" largest_force_ev_per_a=1.37 e_above_lowest_kcal_mol=40.0 e_homo_ev=-8.42 smiles="S=C[C@@H]1C=CNC=N1"
S 2.8704 0.6698 -1.0127 -0.320 0.047 -0.025 -0.232
C 1.3192 0.7280 -1.4457 0.457 -0.047 1.293 -0.476
C 0.1141 0.9117 -0.5317 0.320 0.047 -0.210 0.480
C 0.4049 0.6636 0.9236 0.135 0.127 0.423 -0.611
C -0.0594 -0.4354 1.5148 -0.208 0.063 -0.754 -0.303
N -0.8495 -1.3425 0.7833 -0.256 -0.428 0.599 -0.170
C -1.3350 -0.9259 -0.4337 -0.858 -0.625 -0.452 -0.056
N -0.9763 0.0980 -1.0874 0.181 0.227 0.228 -0.633
H 1.0429 0.6187 -2.4608 -0.322 -0.050 -1.143 0.392
H -0.1477 1.9728 -0.6826 -0.101 -0.137 0.037 0.271
H 1.0091 1.3931 1.4755 -0.314 -0.433 -0.231 0.357
H 0.1012 -0.7167 2.5339 0.173 0.075 0.399 0.389
H -1.3544 -2.0764 1.2976 0.474 0.754 -0.618 0.271
H -2.1394 -1.5587 -0.8741 0.638 0.379 0.454 0.320


14
Properties=species:S:1:pos:R:3:forces:R:3:mulliken_charge:R:1 method="wB97M-V/def2-TZVPD" largest_force_ev_per_a=1.83 e_above_lowest_kcal_mol=58.0 e_homo_ev=-9.49 smiles="N#CC(=S)C[C@H]1CN1"
N 0.7723 2.4829 0.0639 0.101 -1.822 0.118 -0.369
C 0.8445 1.3220 0.1223 -0.017 1.584 -0.177 0.231
C 0.9647 -0.1263 0.1643 -0.617 0.199 0.267 0.089
S 2.3668 -0.8186 -0.1878 0.247 -0.122 -0.099 -0.190
C -0.3042 -0.8607 0.5587 0.024 0.742 -0.423 -0.656
C -1.4476 -0.5360 -0.3918 0.471 -0.076 0.237 -0.005
C -2.8474 -0.6342 0.0469 -0.269 -0.341 0.391 -0.385
N -2.2067 0.6632 -0.0830 -0.216 0.654 -0.491 -0.497
H -0.0985 -1.9158 0.5557 0.117 -0.460 0.105 0.391
H -0.5898 -0.5232 1.5585 -0.033 -0.080 0.017 0.268
H -1.2566 -0.7487 -1.4320 0.099 -0.076 -0.209 0.382
H -3.5777 -0.9513 -0.6842 -0.084 0.044 -0.028 0.277
H -3.0587 -0.9266 1.0735 -0.015 0.002 -0.172 0.225
H -2.5068 1.1505 -0.9348 0.190 -0.247 0.465 0.240


14
Properties=species:S:1:pos:R:3:forces:R:3:mulliken_charge:R:1 method="wB97M-V/def2-TZVPD" largest_force_ev_per_a=2.77 e_above_lowest_kcal_mol=114.0 e_homo_ev=-9.12
C 3.5627 1.1930 0.1250 1.535 -0.166 -1.360 -0.342
C 3.3741 0.4200 -0.9588 -1.397 -2.174 0.509 -0.312
C 1.8377 -0.0983 1.1335 0.801 0.392 -1.220 -0.270
C -0.9044 -1.6856 -0.0455 -0.525 -0.448 0.713 0.109
C -2.2238 -1.1668 0.1879 -1.441 0.343 -1.455 -0.487
N 2.7696 0.9116 1.2134 -1.052 -1.718 -1.725 0.038
N -1.1549 -1.0164 -1.0519 -1.166 0.237 0.504 -0.364
S 2.0096 -0.7312 -0.5288 1.452 1.988 1.260 -0.027
H 4.4092 1.8782 0.1524 -0.446 0.091 0.478 0.332
H 3.9926 0.1383 -1.8306 -0.510 0.988 0.635 0.331
H -0.2047 -2.3970 0.3292 0.687 -0.140 0.170 0.352
H 2.9746 1.3604 2.0583 -0.133 0.657 1.371 0.222
H -3.1670 -1.7163 -0.0449 1.153 -0.107 -0.099 0.203
H -2.5385 -0.2480 0.6779 1.041 0.056 0.217 0.215


15
Properties=species:S:1:pos:R:3:forces:R:3:mulliken_charge:R:1 method="wB97M-V/def2-TZVPD" largest_force_ev_per_a=3.10 e_above_lowest_kcal_mol=60.2 e_homo_ev="-7.48 / -7.48"
C -1.4439 1.1816 -0.1281 -0.986 -2.014 0.100 -0.190
C -0.0983 1.6442 0.0100 -0.091 -3.079 0.380 -0.637
C -1.8026 -0.1261 -0.2204 -0.972 1.944 -0.686 -0.550
C 0.8548 0.7015 0.1509 0.533 1.650 0.058 0.460
C -0.7366 -1.1211 -0.2403 -0.364 -1.719 1.991 -0.281
N 1.3343 -1.4932 0.7200 2.119 -0.232 1.953 -1.315
N 0.4962 -0.6094 0.3486 -0.209 0.392 -1.473 0.788
S 2.5911 1.0727 0.0397 -0.143 0.243 0.455 -0.117
S 3.4091 -0.7387 -0.3597 -0.987 -0.659 0.045 -0.246
H -2.2338 1.8065 -0.3920 -0.920 1.640 0.017 0.362
H 0.1616 2.6228 -0.0736 0.609 2.625 -0.557 0.500
H -2.8401 -0.3471 -0.6411 1.664 -0.011 0.882 0.263
H -0.8161 -1.9572 0.4786 -1.061 0.028 -0.853 0.319
H -0.7470 -1.5207 -1.2239 0.909 -0.529 -1.223 0.315
H 1.8713 -1.1159 1.5312 -0.099 -0.280 -1.089 0.328


15
Properties=species:S:1:pos:R:3:forces:R:3:mulliken_charge:R:1 method="wB97M-V/def2-TZVPD" largest_force_ev_per_a=3.74 e_above_lowest_kcal_mol=84.2 e_homo_ev="-7.44 / -7.44"
C 0.5406 -0.4115 -1.9401 0.371 -2.030 0.186 -0.294
C 0.9663 0.7349 -1.2630 1.081 3.170 1.669 -0.457
C -0.2482 -1.3031 -1.3469 -1.191 -0.749 -2.635 -0.254
C 0.5552 0.6825 0.0086 0.402 2.766 1.611 0.313
C -0.9992 -1.0638 -0.1185 -0.293 0.738 0.242 -0.769
N 0.0612 1.4597 2.7322 -1.283 1.517 0.602 -0.312
N -0.3436 -0.0346 0.6324 1.645 0.805 1.794 -0.165
S 1.1644 2.3737 1.8109 -0.573 -2.491 -1.814 -0.088
S -0.1499 -0.1313 2.4779 0.379 -0.431 -1.005 0.041
H 1.1557 -0.8105 -2.6910 0.448 -0.098 -1.593 0.348
H 1.6121 1.5814 -1.6054 -0.792 -1.186 0.076 0.317
H -0.4347 -2.2399 -1.9003 0.117 0.411 0.626 0.280
H -2.0298 -0.8489 -0.0403 -1.770 0.636 -1.371 0.363
H -1.0361 -1.9828 0.3365 0.635 -2.349 2.012 0.361
H -0.8140 1.9941 2.9068 0.823 -0.710 -0.399 0.315


15
Properties=species:S:1:pos:R:3:forces:R:3:mulliken_charge:R:1 method="wB97M-V/def2-TZVPD" largest_force_ev_per_a=1.51 e_above_lowest_kcal_mol=43.7 e_homo_ev=-9.11
H -1.3149 -2.3933 1.5840 0.307 0.079 -0.220 0.227
N -0.4957 -1.8758 1.9021 0.273 1.091 -1.009 -0.769
C -0.0854 -0.9967 1.0414 -0.964 -0.984 0.619 0.473
C -0.6583 -0.8503 -0.3550 -0.392 -0.376 0.386 -0.115
C -0.6685 0.0134 -1.3903 0.216 0.269 0.300 -0.143
C -0.2602 1.4206 -1.5830 -0.336 -0.128 -0.301 -0.207
N 0.1172 2.2454 -0.6824 -0.212 0.358 -0.070 -0.466
N 0.1665 1.5957 0.5017 0.671 -0.703 0.333 -0.277
C 1.2326 0.9125 0.7050 0.067 0.366 -0.467 -0.108
N 1.0394 -0.2687 1.3704 0.672 -0.059 0.516 -0.084
H -1.2265 -1.7594 -0.5546 0.089 0.065 -0.047 0.189
H -1.1711 -0.3596 -2.2738 -0.035 -0.122 -0.033 0.275
H -0.4656 1.8312 -2.5640 0.237 0.053 -0.089 0.356
H 2.1829 1.1375 0.1763 -0.461 -0.242 0.417 0.358
H 1.6076 -0.6525 2.1222 -0.132 0.332 -0.332 0.290


16
Properties=species:S:1:pos:R:3:forces:R:3:mulliken_charge:R:1 method="wB97M-V/def2-TZVPD" largest_force_ev_per_a=5.43 e_above_lowest_kcal_mol=125.5 e_homo_ev=-8.15 smiles=COn1cnc2nccn21
C 2.5000 0.2457 -0.2860 1.139 0.438 1.152 -0.693
O 1.5088 0.5294 0.6991 -0.350 1.758 0.769 -0.391
N 0.2008 0.8807 0.3653 2.932 -1.379 0.070 0.222
C -0.3092 1.9083 -0.3718 -3.824 -3.821 0.534 -0.189
N -1.5659 1.5852 -0.6960 1.141 3.340 -1.250 -0.576
C -1.7780 0.3442 -0.3645 1.808 -4.014 1.947 0.406
N -2.6722 -0.6107 -0.2894 -1.815 1.446 -0.909 -0.688
C -2.1451 -1.6562 0.3486 1.507 0.882 -0.429 -0.375
C -0.7905 -1.4281 0.7289 -1.898 -1.696 0.085 -0.040
N -0.5896 -0.1957 0.2292 -0.936 1.771 -0.691 0.097
H 2.2279 -0.5910 -0.8212 -1.102 -1.457 -2.058 0.377
H 3.2337 -0.2336 0.3671 0.452 0.632 0.003 0.305
H 2.9806 1.0554 -0.8841 -0.912 -0.292 0.618 0.265
H 0.1176 2.8092 -0.4927 1.600 2.784 -0.359 0.467
H -2.7964 -2.4863 0.2760 0.179 -1.264 0.778 0.439
H -0.1226 -2.1564 1.1916 0.077 0.874 -0.261 0.373


18
Properties=species:S:1:pos:R:3:forces:R:3:mulliken_charge:R:1 method="wB97M-V/def2-TZVPD" largest_force_ev_per_a=4.33 e_above_lowest_kcal_mol=89.1 e_homo_ev="-9.18 / -9.18"
C 2.8488 -0.1186 -0.1565 0.286 0.538 -0.399 -0.279
C 1.6813 -0.6977 -0.3380 -2.063 3.784 -0.383 0.735
C 2.8580 1.3930 -0.0780 0.410 -0.339 0.122 0.175
C -0.6740 -0.8655 -0.1615 -0.645 0.529 -0.061 -0.521
C -0.4678 0.6151 0.2057 0.050 -0.163 0.463 -0.496
N 0.6532 -1.4724 -0.2326 0.242 -0.991 -0.147 -0.215
N 1.5785 1.8696 -0.1476 -0.631 1.010 0.773 0.032
N 0.5609 1.1081 -0.6787 1.953 -3.581 -0.288 -0.572
N 4.0646 -0.8525 0.0332 -0.048 -0.039 0.110 0.967
O 5.0914 -0.2651 0.2470 0.248 -0.012 0.050 -0.556
O 3.8262 2.0790 0.1031 -0.071 0.130 -0.084 -0.584
O 3.9500 -2.0659 -0.0398 -0.067 -0.680 -0.034 -0.635
H -1.2719 -1.3835 0.5923 0.032 0.045 -0.102 0.347
H -1.1699 -0.9462 -1.1348 0.068 -0.038 0.081 0.314
H -1.4005 1.1556 0.0110 -0.018 -0.090 0.052 0.389
H -0.2068 0.7154 1.2680 0.019 -0.005 -0.088 0.352
H 0.7256 -2.4726 -0.3738 0.120 0.088 0.123 0.268
H 1.4952 2.8727 -0.2641 0.113 -0.187 -0.188 0.280